Entry 1:
Density functional theory data (ωB97M-V with the def2-TZVPD basis set) for a 11-piece molecular cluster, C32H94N6O12 overall.

Atoms and positions in Å:
C (2.3635, 1.0678, 1.2106)
C (2.9697, 2.3897, 1.6619)
O (3.0572, 3.2663, 0.5927)
H (2.7232, 0.5669, 0.3118)
H (1.3134, 1.3085, 1.0447)
H (2.3879, 0.2974, 1.9812)
H (3.9755, 2.3435, 2.0795)
H (2.4036, 2.8442, 2.4750)
H (2.6992, 4.1386, 0.7733)
C (0.7955, 2.1850, -1.6139)
C (1.4399, 3.3923, -2.2931)
O (2.4110, 2.8595, -3.1386)
H (-0.2501, 2.2746, -1.3194)
H (1.4597, 1.8379, -0.8224)
H (0.7370, 1.2818, -2.2213)
H (1.9010, 4.0064, -1.5197)
H (0.6969, 4.0917, -2.6764)
H (1.9072, 2.4962, -3.8706)
C (2.3517, -1.8156, 1.5033)
C (3.4813, -2.3814, 0.6325)
O (4.7059, -1.8453, 0.9664)
H (2.2995, -0.7404, 1.6746)
H (2.4629, -2.1868, 2.5220)
H (1.3710, -2.2172, 1.2483)
H (3.2252, -2.1575, -0.4030)
H (3.5918, -3.4656, 0.6147)
H (5.3660, -2.1328, 0.3313)
C (0.0036, -0.0084, 0.2007)
C (1.0935, -0.8724, -0.3072)
O (0.9364, -0.9952, -1.6892)
H (-0.1699, 0.9579, -0.2729)
H (0.0303, 0.2020, 1.2699)
H (-0.9571, -0.4676, -0.0322)
H (1.0772, -1.8792, 0.1102)
H (2.0263, -0.3753, -0.0413)
H (0.1571, -1.5441, -1.8037)
C (-2.4520, 5.9192, 0.1352)
C (-2.7889, 4.4502, 0.1238)
C (-2.1758, 3.5592, 1.2676)
O (-0.7594, 3.8532, 1.4685)
C (0.1406, 3.0674, 0.7132)
N (-4.1880, 4.2016, -0.1504)
H (-3.0436, 6.5065, -0.5671)
H (-1.4298, 5.9179, -0.2431)
H (-2.4952, 6.2644, 1.1682)
H (-2.2183, 4.0875, -0.7312)
H (-2.1328, 2.4705, 1.2379)
H (-2.7701, 3.7704, 2.1565)
H (1.1531, 3.4703, 0.7392)
H (-0.0919, 2.8567, -0.3307)
H (0.2007, 2.0826, 1.1765)
H (-4.7909, 4.5991, 0.5557)
H (-4.4018, 4.6209, -1.0440)
C (1.8480, -5.2125, -6.4291)
C (1.9337, -3.6931, -6.1261)
C (1.5640, -3.2162, -4.6964)
O (1.7940, -1.8100, -4.5850)
C (1.3968, -1.1848, -3.3268)
N (3.3866, -3.3966, -6.2539)
H (2.3213, -5.8412, -5.6750)
H (2.4436, -5.3696, -7.3284)
H (0.7884, -5.4277, -6.5673)
H (1.4804, -3.1022, -6.9219)
H (2.1138, -3.7857, -3.9471)
H (0.5153, -3.4193, -4.4795)
H (1.7454, -0.1521, -3.3165)
H (1.7831, -1.7527, -2.4805)
H (0.3225, -1.0473, -3.2037)
H (3.6021, -2.4409, -6.0082)
H (3.8908, -4.0683, -5.6930)
C (-0.4768, -3.0979, -2.8583)
C (-1.3373, -2.8290, -1.6898)
C (-0.9145, -3.6726, -0.4614)
O (-1.1480, -5.0732, -0.7583)
C (-0.8445, -6.0539, 0.2409)
N (-1.3291, -1.3468, -1.4793)
H (-0.2666, -4.1545, -3.0239)
H (0.4405, -2.5119, -2.8020)
H (-0.9956, -2.6790, -3.7205)
H (-2.3777, -3.0795, -1.8970)
H (-1.4102, -3.3994, 0.4701)
H (0.1556, -3.5351, -0.3063)
H (-1.1730, -7.0029, -0.1829)
H (-1.1840, -5.7281, 1.2241)
H (0.2318, -6.1521, 0.3829)
H (-1.6972, -1.2139, -0.5482)
H (-2.0157, -0.8643, -2.0413)
C (-0.1402, -1.1037, 2.8253)
C (-1.2800, -1.6677, 3.6371)
C (-2.3305, -0.6898, 4.1292)
O (-1.6729, -0.0011, 5.1825)
C (-2.5049, 0.8803, 5.8420)
N (-1.9884, -2.6451, 2.7703)
H (-0.5016, -0.4385, 2.0411)
H (0.4004, -1.8993, 2.3127)
H (0.6909, -0.7099, 3.4104)
H (-0.9563, -2.1805, 4.5428)
H (-3.2279, -1.1059, 4.5870)
H (-2.7316, 0.0365, 3.4223)
H (-2.9932, 0.5427, 6.7562)
H (-3.2956, 1.3742, 5.2772)
H (-1.8383, 1.6674, 6.1946)
H (-1.5260, -3.5331, 2.9032)
H (-2.8409, -2.9044, 3.2458)
C (-1.7129, -0.6476, -4.3136)
C (-2.7203, 0.3635, -3.7130)
C (-3.0271, 0.2270, -2.1744)
O (-1.8435, 0.5301, -1.4883)
C (-2.0765, 1.5683, -0.5184)
N (-2.2622, 1.6806, -4.0685)
H (-1.4956, -0.4732, -5.3674)
H (-1.9785, -1.6712, -4.0496)
H (-0.7560, -0.3302, -3.8992)
H (-3.6171, 0.1722, -4.3023)
H (-3.4467, -0.7590, -1.9742)
H (-3.8204, 0.9369, -1.9406)
H (-1.3584, 1.2708, 0.2456)
H (-3.0732, 1.6296, -0.0814)
H (-1.8798, 2.5248, -1.0027)
H (-1.2784, 1.6707, -3.8404)
H (-2.5516, 2.3932, -3.4138)
C (1.8500, 2.1612, 6.6849)
C (1.9275, 1.7545, 5.2391)
C (0.5819, 1.3914, 4.5849)
O (0.5647, 1.3877, 3.1240)
C (-0.7165, 1.7547, 2.6601)
N (2.5143, 2.7621, 4.4666)
H (1.2368, 3.0486, 6.8416)
H (2.8352, 2.3052, 7.1285)
H (1.3794, 1.3487, 7.2384)
H (2.6031, 0.9038, 5.1496)
H (-0.2437, 2.0271, 4.9047)
H (0.3904, 0.3552, 4.8639)
H (-1.5898, 1.4672, 3.2456)
H (-0.8746, 1.5192, 1.6076)
H (-0.6360, 2.8407, 2.6117)
H (1.9299, 3.5858, 4.4557)
H (2.4400, 2.3238, 3.5597)
O (-2.0077, -1.2472, 0.9818)
H (-1.8560, -1.5843, 1.8647)
H (-2.8658, -0.8258, 1.0300)
O (2.9264, 0.0955, -1.9439)
H (2.0322, -0.2375, -1.8674)
H (2.8263, 1.0469, -1.9754)

Computed properties:
- Kohn-Sham gap (eV) = 7.270
- energy relative to the best compared isomer or geometry (same formula, charge and spin) (kJ/mol) = 3277.3
- spin multiplicity = 1
- M (g mol⁻¹) = 755.1
- total energy (hartree) = -2505.6419

Here are the Mulliken charges for atoms 1 to 99, given in e: -0.51 -1.27 -0.66 1.52 -1.22 0.93 0.58 1.34 0.53 1.17 -1.24 -0.57 1.44 -0.45 -0.30 0.24 0.26 0.42 0.15 -0.53 -0.57 -0.71 0.55 0.19 -0.11 0.51 0.37 2.02 -1.25 -0.45 0.49 -0.50 -1.36 -1.43 -0.54 -2.28 -1.54 0.60 -0.63 -0.63 1.57 -0.51 0.37 0.32 0.34 0.32 0.21 0.67 -0.28 -1.13 0.04 0.26 0.32 -1.56 0.09 0.14 -0.50 -0.42 -0.81 0.33 0.46 0.36 0.41 0.08 -0.01 0.28 1.07 0.22 0.30 0.26 -1.86 0.84 -1.24 -0.45 -0.69 0.47 0.80 2.64 0.01 0.74 0.72 0.33 0.30 0.21 0.30 0.62 -0.53 -1.11 -0.44 -0.83 -0.34 -0.84 -0.30 -0.13 0.60 1.15 0.59 0.49 0.31


Entry 2:
Density functional theory data (ωB97M-V with the def2-TZVPD basis set) for an isolated molecule of C2H3N3O.

Atoms and positions in Å:
H (0.1069, -2.1346, 0.2200)
N (0.0322, -1.3499, -0.6694)
C (0.0391, -0.1044, -0.5144)
C (-0.4035, 0.5482, -1.6559)
N (-1.2948, 0.8456, -2.5667)
N (0.4911, 0.7128, 0.6622)
O (0.3189, -0.1623, 1.6900)
H (-0.2823, 1.3861, 0.5363)
H (0.9925, 0.2586, 2.2978)

Computed properties:
- Kohn-Sham gap (eV) = 10.212
- structure (SMILES) = [H]/N=C(/C#N)NO
- energy relative to the best compared isomer or geometry (same formula, charge and spin) (kJ/mol) = 514.2
- spin multiplicity = 1
- M (g mol⁻¹) = 85.1
- total energy (hartree) = -317.3365

Mulliken charges in e: 0.31 -0.52 0.45 0.19 -0.40 -0.29 -0.40 0.28 0.39


Entry 3:
Density functional theory data (ωB97M-V with the def2-TZVPD basis set) for C21H39I2N4O4P2S2 as an isolated structure.

Atoms and positions in Å:
C (4.3410, 1.6098, -2.9131)
C (2.7712, 1.6788, -2.7479)
N (2.3162, 1.8391, -1.3327)
C (1.0439, 1.1423, -1.2059)
C (-0.2889, 1.8486, -1.4714)
C (-0.2338, 3.3483, -1.8838)
I (-1.2450, 3.7246, -3.8023)
C (-0.6623, 4.3834, -0.7223)
C (-1.4477, 3.7440, 0.4886)
I (-2.0481, 5.8284, -1.6360)
C (-1.5031, 1.0488, -1.3430)
C (-2.9194, 1.6672, -1.6414)
C (-4.0457, 1.2016, -0.6273)
P (-5.5315, 0.4297, -1.4566)
O (-5.3964, 0.2976, -2.9420)
O (-5.6259, -1.1347, -0.8434)
C (-6.9685, -1.6664, -0.9497)
C (-7.3916, -2.0750, -2.4277)
O (-6.8845, 1.2898, -1.0060)
C (-7.1575, 2.4019, -1.8944)
C (-6.2321, 3.6544, -1.5352)
C (-1.4012, -0.4082, -0.9448)
N (-2.4109, -1.3270, -0.7628)
S (-1.7828, -2.8031, -0.3254)
N (-0.1336, -2.4541, -0.3272)
C (-0.0977, -1.1359, -0.6716)
C (1.1350, -0.2767, -0.8480)
P (2.7669, -1.1476, -0.5781)
S (3.6489, -0.5838, 1.0754)
H (4.6338, 1.0215, -3.8343)
H (4.8603, 1.1193, -2.0448)
H (4.7126, 2.6546, -3.0929)
H (2.3206, 0.7177, -3.1460)
H (2.3354, 2.5230, -3.3605)
H (2.9956, 1.4841, -0.6555)
H (0.8491, 3.5718, -2.1133)
H (0.1881, 4.9757, -0.2961)
H (-1.4463, 4.5215, 1.3136)
H (-2.5405, 3.5729, 0.2654)
H (-0.9558, 2.8360, 0.9339)
H (-3.1481, 1.3622, -2.7110)
H (-2.8981, 2.7915, -1.6602)
H (-3.6207, 0.5496, 0.1789)
H (-4.4163, 2.1336, -0.1015)
H (-6.9854, -2.6259, -0.3483)
H (-7.7577, -1.0119, -0.4927)
H (-7.9491, -3.0498, -2.4015)
H (-8.0239, -1.2434, -2.8579)
H (-6.4960, -2.1605, -3.0995)
H (-8.2302, 2.7002, -1.6921)
H (-7.1161, 2.1413, -2.9853)
H (-6.7627, 4.6019, -1.8348)
H (-6.0796, 3.6207, -0.4235)
H (-5.2408, 3.5283, -2.0491)
H (3.5988, -0.8278, -1.7049)
H (2.5337, -2.5642, -0.5855)
C (7.7722, -4.1988, 3.8527)
C (6.9827, -2.8972, 3.8381)
C (6.1615, -2.6647, 5.1104)
O (5.0099, -3.4968, 5.1088)
C (5.1607, -4.7290, 5.8202)
N (6.0097, -2.9501, 2.6989)
H (7.1305, -5.0761, 3.7500)
H (8.4829, -4.2228, 3.0222)
H (8.3412, -4.2965, 4.7776)
H (7.6559, -2.0582, 3.6547)
H (5.7904, -1.6351, 5.0999)
H (6.7595, -2.7774, 6.0177)
H (5.9094, -4.6637, 6.6121)
H (5.4267, -5.5251, 5.1224)
H (4.1989, -4.9813, 6.2670)
H (6.4107, -3.3142, 1.8326)
H (5.5972, -2.0290, 2.5069)
H (5.2245, -3.5534, 2.9832)

Computed properties:
- Kohn-Sham gap (eV) = 6.400
- net charge = +1
- spin multiplicity = 1
- M (g mol⁻¹) = 791.5
- total energy (hartree) = -3417.7437

Mulliken charges in e: -1.19 -0.12 -0.30 -0.40 -0.22 -1.46 0.15 -0.20 -0.96 0.03 0.41 0.04 -1.01 0.84 -0.72 -0.33 -0.34 -0.92 -0.40 -0.36 -0.78 0.17 -0.26 0.15 -0.74 0.65 0.37 0.20 -0.48 0.31 0.30 0.37 0.30 0.26 0.42 0.40 0.58 0.40 0.20 0.29 0.65 -0.31 0.67 0.39 0.34 0.26 0.36 0.25 0.23 0.36 0.32 0.41 0.23 0.07 0.05 0.15 -1.45 0.24 -0.64 -0.41 -0.66 -0.17 0.37 0.43 0.37 0.36 0.37 0.43 0.32 0.27 0.25 0.33 0.14 0.39


- What is the spin multiplicity in the first record?
  1


- Which value of spin multiplicity does entry 1 give?
  1